An isolated molecule of C2H2N2O3 at a distorted geometry. Source: OMol25; level of theory: ωB97M-V/def2-TZVPD.

Geometry (Å):
1 O -1.60093 -1.68755 -0.22241
2 O 0.83147 0.81264 -0.30567
3 O 1.55302 -1.31102 -0.03587
4 N -1.33922 0.67734 0.03114
5 N 0.57163 -0.47614 -0.43784
6 C -0.89275 -0.69283 -0.09199
7 C -0.30499 1.36637 -0.06531
8 H -0.35279 2.46080 -0.01907
9 H 1.53456 -1.14961 1.14703

Relative energy (zero: lowest compared OMol25 entry of this formula, charge and spin) (kJ/mol): 427.4
Electronic energy (hartree): -412.4882
Molar mass (g mol⁻¹): 102.05
Multiplicity: 1
Maximum force (eV/Å): 5.88
LUMO (eV): -0.311
Structure (SMILES): O=c1ncon1O